No. 1
ORCA calculation (the ωB97M-V functional and the def2-TZVPD basis) on a structure of composition C30H29ClEuN5O7S in a non-equilibrium geometry.

As for the energy above the lowest of the compared OMol25 structures with the same formula, charge and spin: 0.1896 eV. As for the HOMO-LUMO gap (spin up / spin down): 0.180 / 0.231 Eh. The value obtained for the calculated total energy is -96047.6762 eV. For the HOMO energy (spin up / spin down), the calculation gives -2.665 / -4.064 eV.

Geometry as ORCA input:
```
! RIJCOSX wB97M-V def2-TZVPD def2/J DEFGRID3
* xyz -1 8
H 3.472 2.223 -2.012
O 2.787 0.038 -0.991
C 1.520 5.157 -0.422
C -0.448 0.375 2.453
H 0.473 -2.575 -6.052
C -1.068 -3.768 0.155
C -0.469 -2.209 3.686
H 2.270 -3.081 -4.409
O -0.696 1.511 -4.519
H -2.234 -2.443 5.686
H -1.476 -4.570 -0.466
C -3.123 -0.505 5.666
H -3.407 -4.052 1.587
C 0.836 6.122 0.325
C 3.567 -2.127 -1.841
H 2.182 -3.756 -1.636
H -0.952 4.033 2.323
H 4.658 -0.263 -1.821
H 3.272 -0.269 -2.907
H 4.063 -2.545 -2.724
N -3.965 -0.784 0.997
H 4.150 -2.467 -0.980
C -0.842 -1.764 -4.558
Cl 0.236 1.974 -3.544
H 0.984 -2.700 2.201
H -2.278 1.999 3.529
H 2.217 5.460 -1.191
C -1.353 -1.205 4.161
C 1.159 -2.280 -2.760
N 0.258 2.012 0.974
C 1.349 -2.606 -4.096
O -0.467 2.317 -2.291
H -0.448 -3.179 4.169
N -0.399 1.692 2.099
C 0.339 -2.334 -5.005
C -2.120 -2.739 0.448
S -2.594 0.983 -0.471
H -0.585 6.447 1.894
Eu 0.163 0.519 -0.865
N -1.936 -1.510 -0.015
H 3.804 3.671 -1.023
H -0.713 -4.210 1.087
C -4.123 -2.018 1.457
C -2.266 1.037 4.022
H -1.829 -0.977 -2.795
H -3.809 -0.721 6.477
C -3.132 0.761 5.044
C 3.059 3.154 -1.636
C -0.265 4.362 1.556
C 2.147 -2.663 -1.685
C 0.390 3.377 0.810
C -0.944 -1.450 -3.214
H -0.231 -3.306 -0.360
C -0.047 5.711 1.307
O 1.940 2.800 -0.851
H -5.003 -2.187 2.072
C -2.874 -0.567 0.246
O 1.064 -0.578 0.830
H -1.655 -1.536 -5.233
C 1.297 3.820 -0.176
C -3.250 -3.057 1.194
C 3.625 -0.612 -1.933
H 2.825 -0.331 -0.092
H 0.999 7.173 0.126
C 0.320 -0.697 1.945
N 0.042 -1.676 -2.344
H -3.839 1.516 5.369
O 1.133 0.868 -3.121
H 2.777 3.785 -2.479
H 1.740 -2.324 -0.731
C 0.320 -1.941 2.603
C -2.250 -1.460 5.227
O 0.996 3.072 -4.031
C -1.345 0.071 3.552
*
```

No. 2
ORCA calculation (the ωB97M-V functional and the def2-TZVPD basis) on a structure of composition C4HIS in a non-equilibrium geometry.

As for the energy above the lowest of the compared OMol25 structures with the same formula, charge and spin: 1.2161 eV. As for the HOMO-LUMO gap: 0.263 Eh. The value obtained for the calculated total energy is -23093.7032 eV. For the HOMO energy, the calculation gives -8.962 eV.

Geometry as ORCA input:
```
! RIJCOSX wB97M-V def2-TZVPD def2/J DEFGRID3
* xyz 0 1
I -1.784 3.576 -0.959
H -0.659 1.205 -1.732
C 3.485 0.872 0.053
C 2.528 0.784 -0.744
S -0.407 2.308 0.450
C 1.285 1.023 -1.034
C 0.001 1.362 -0.959
*
```

No. 3
ORCA calculation (the ωB97M-V functional and the def2-TZVPD basis) on the molecule C3H3NO3 in a non-equilibrium geometry.

As for the energy above the lowest of the compared OMol25 structures with the same formula, charge and spin: 5.7328 eV. As for the HOMO-LUMO gap: 0.311 Eh. The value obtained for the calculated total energy is -10786.9678 eV. For the HOMO energy, the calculation gives -9.043 eV.

Geometry as ORCA input:
```
! RIJCOSX wB97M-V def2-TZVPD def2/J DEFGRID3
* xyz 0 1
H 0.860 -1.187 -1.037
H 0.738 -1.231 0.765
O -1.546 -2.085 -1.118
C -0.820 1.243 0.247
C -1.311 -1.205 -0.387
O 0.123 0.638 -0.387
H -0.716 2.350 0.388
C 0.257 -0.746 -0.225
O -1.743 0.752 0.947
N -2.110 -0.408 0.290
*
```

No. 4
ORCA calculation (the ωB97M-V functional and the def2-TZVPD basis) on a structure of composition C24H24AsCl5F6N3O4S3V.

As for the energy above the lowest of the compared OMol25 structures with the same formula, charge and spin: 0.4851 eV. As for the HOMO-LUMO gap (spin up / spin down): 0.240 / 0.268 Eh. The value obtained for the calculated total energy is -235888.8175 eV. For the HOMO energy (spin up / spin down), the calculation gives -4.414 / -5.173 eV.

Geometry as ORCA input:
```
! RIJCOSX wB97M-V def2-TZVPD def2/J DEFGRID3
* xyz -1 4
N 3.013 -4.369 0.858
C 1.868 -3.751 3.308
N 1.660 -3.004 2.204
H -6.836 -1.113 -3.424
H -4.842 -0.283 -4.640
C 2.744 2.800 1.584
C -6.091 -0.519 -2.909
C -4.157 1.017 -1.579
S 0.052 2.822 -3.096
H -2.640 2.531 -1.526
H -3.490 2.321 -0.001
F 1.163 -0.504 -3.488
C -6.245 -0.211 -1.566
F -0.613 2.733 -5.620
C 2.369 0.044 -3.580
C 1.776 1.079 2.791
C -4.973 -0.052 -3.590
H -3.523 -0.349 1.112
H -1.306 -0.671 -2.263
H -1.783 4.071 0.537
C -3.097 1.793 -0.871
H 4.355 -6.459 0.715
F 0.007 4.701 -4.968
H 0.092 -3.342 4.410
H -3.138 1.054 -3.460
C -5.288 0.551 -0.909
H -2.689 -1.287 -1.320
C -4.018 0.706 -2.932
C 4.211 -6.235 1.768
H 1.450 -2.302 4.816
C 3.254 -5.089 1.921
O -0.116 3.768 -2.004
C -2.524 -0.019 1.400
Cl 5.238 1.987 4.579
N 1.547 2.630 -3.527
Cl 0.423 -0.004 3.115
Cl 2.622 3.970 0.266
H -1.390 3.199 2.021
O -0.719 1.609 -3.004
H 5.175 -5.962 2.203
C 2.841 1.077 3.688
C 3.841 2.864 2.430
H -1.966 -0.872 1.784
H -5.422 0.799 0.137
F 2.651 0.240 -4.872
H 3.850 -7.119 2.295
H 2.882 -5.473 4.043
H -0.390 4.537 1.497
H 1.428 -3.988 5.380
C 2.678 -4.838 3.194
H -1.011 -1.640 -0.812
H -7.116 -0.561 -1.025
O 1.874 1.353 -1.373
C -0.948 3.664 1.126
Cl 2.891 -0.001 5.043
S 2.448 1.653 -2.677
C 3.893 1.970 3.498
F 3.267 -0.789 -3.070
Cl 5.106 4.009 2.189
C -1.671 -0.902 -1.266
V 0.383 2.366 0.036
C 1.687 1.908 1.689
C -0.646 3.596 -4.611
H 1.102 -2.157 2.263
S 1.746 -2.328 -0.323
C 2.171 -3.292 0.948
C 1.173 -3.324 4.558
F -1.918 3.913 -4.358
O 3.819 2.031 -2.755
H -2.585 0.744 2.174
As -1.600 0.697 -0.161
*
```

No. 5
ORCA calculation (the ωB97M-V functional and the def2-TZVPD basis) on the ion C22H28FN2O2 with charge +1 in a non-equilibrium geometry.

As for the SMILES: C=CCc1ccccc1OC[C@H](O)C[NH+]1CCN(c2ccccc2F)CC1. As for the energy above the lowest of the compared OMol25 structures with the same formula, charge and spin: 0.3115 eV. As for the HOMO-LUMO gap: 0.323 Eh. The value obtained for the calculated total energy is -33054.0563 eV. For the HOMO energy, the calculation gives -10.923 eV.

Geometry as ORCA input:
```
! RIJCOSX wB97M-V def2-TZVPD def2/J DEFGRID3
* xyz 1 1
H 1.768 0.276 -3.490
C 5.044 -0.741 -0.499
H 2.338 0.416 1.153
C 3.617 1.095 -4.179
C -3.966 -1.792 4.974
C -1.559 1.025 1.145
H -1.270 0.826 -2.226
H 2.965 -0.925 -4.006
H -0.415 4.346 -0.478
N -1.758 -1.230 2.075
H -0.152 0.279 -0.191
C 2.513 0.243 -0.975
C 4.578 -0.618 -1.794
H -1.559 -1.267 -1.321
H -0.043 -0.072 2.236
C -0.396 2.565 -1.318
C 4.347 0.896 -5.258
H -1.087 2.000 1.267
C 4.241 -0.374 0.568
H 5.204 -0.900 -2.626
H 6.036 -1.125 -0.319
F -4.217 -2.119 0.890
H 4.419 -0.073 -5.725
C -1.867 -0.835 -0.368
H 1.436 2.492 -0.159
C -2.876 -1.450 4.199
H -0.401 -1.980 0.718
H -3.904 -1.698 6.046
C -1.389 1.391 -1.301
C -4.095 -2.026 2.246
N -1.183 0.461 -0.169
C 3.304 -0.125 -2.059
C -1.481 -1.784 0.778
C -2.908 -1.556 2.806
C -1.134 0.054 2.255
H -1.969 -1.111 4.674
C 2.973 0.120 0.329
O -0.771 3.469 -0.303
H -1.996 -2.734 0.655
H 3.565 2.078 -3.726
H -5.974 -2.547 4.989
O 1.202 0.712 -1.190
H -2.946 -0.669 -0.385
H -0.511 3.040 -2.302
H 4.897 1.693 -5.728
C 1.084 2.126 -1.134
H -2.644 1.158 1.162
H 1.714 2.578 -1.909
H 4.599 -0.469 1.581
C -5.187 -2.391 3.009
H -1.415 0.475 3.219
H -6.072 -2.751 2.511
C 2.831 0.021 -3.479
H -2.401 1.799 -1.252
C -5.125 -2.270 4.385
*
```

No. 6
ORCA calculation (the ωB97M-V functional and the def2-TZVPD basis) on a structure of composition C22H23Br2FeN5O5PS2 in a non-equilibrium geometry.

As for the energy above the lowest of the compared OMol25 structures with the same formula, charge and spin: 0.9915 eV. As for the HOMO-LUMO gap (spin up / spin down): 0.283 / 0.172 Eh. The value obtained for the calculated total energy is -246294.1687 eV. For the HOMO energy (spin up / spin down), the calculation gives -13.147 / -13.132 eV.

Geometry as ORCA input:
```
! RIJCOSX wB97M-V def2-TZVPD def2/J DEFGRID3
* xyz 2 6
H 2.240 -1.977 0.774
H -0.267 1.186 2.366
C -0.426 -0.165 4.036
H -5.192 2.461 -2.607
Fe -0.670 -0.262 -0.529
C -6.861 1.747 -1.480
H 3.129 -1.552 -0.708
O 0.861 0.555 -2.166
C -1.199 4.851 -0.630
H 0.824 2.189 -3.463
C 2.156 -1.536 -0.218
C -4.743 0.641 -1.573
H -1.440 -3.369 3.676
C -0.522 0.191 2.701
H -2.942 -4.093 2.152
S -2.393 3.942 -1.430
H 4.871 1.729 -1.897
N -1.180 -2.489 -0.218
P 2.091 1.028 -1.127
H 1.444 -2.107 -0.820
H -1.031 -2.992 -2.201
O 1.696 -0.190 -0.042
O -2.780 1.530 -3.152
C -0.417 4.046 0.179
O -2.457 -0.654 -2.038
H -8.973 0.090 0.468
C -1.266 -1.903 2.097
C -5.569 1.695 -1.947
O 3.290 0.364 -1.971
N -0.926 -0.651 1.758
H -9.212 1.578 -0.377
C -0.767 -1.466 4.397
H -1.130 5.913 -0.771
C -6.507 -0.337 -0.289
C -1.773 2.492 -0.576
Br -0.632 -2.039 6.190
H -2.501 -4.991 -2.016
S -3.040 0.687 -2.030
H 0.415 4.375 0.776
C -1.676 -2.788 0.992
N -2.260 1.289 -0.691
H -7.502 2.564 -1.771
C 0.800 1.098 -3.484
H -0.136 0.762 -3.930
Br -4.023 -6.128 0.317
H 1.641 0.731 -4.077
C -1.197 -2.351 3.412
H 4.964 0.391 -0.723
C -1.468 -3.268 -1.253
H -0.089 0.541 4.777
C -2.521 -3.876 1.183
H 5.239 0.086 -2.450
N -8.606 0.812 -0.131
H -4.551 -1.193 -0.501
N -0.743 2.754 0.203
C -2.290 -4.378 -1.156
C -5.213 -0.378 -0.754
H -6.876 -1.134 0.337
C 4.667 0.672 -1.733
C -7.359 0.741 -0.622
C -2.840 -4.674 0.089
*
```